# 1
Entry from the Open Molecules 2025 dataset: a structure of composition C31H34ClIrN2O4P in a non-equilibrium geometry (the ωB97M-V functional and the def2-TZVPD basis).

Calculated values
Largest force on an atom (Eh/bohr): 0.0220
HOMO level (eV): -10.19
Gap between HOMO and LUMO (eV): 6.587
Net charge: +1
LUMO level (eV): -3.60
Energy relative to the best compared isomer or geometry (same formula, charge and spin) (kJ/mol): 44.66
Calculated total energy (Ha): -2517.94995

Last column: Mulliken charge in e.
Geometry (Å):
Ir1 0.24 0.19 0.19  2.262
Cl1 7.11 -2.08 -0.23  -0.213
C1 5.48 -1.55 -0.47  0.011
C2 4.83 -1.83 -1.69  -0.547
C3 3.54 -1.44 -1.91  -0.758
C4 2.81 -0.74 -0.92  0.352
O1 1.60 -0.36 -1.22  -0.681
C5 3.48 -0.43 0.30  0.517
C6 2.89 0.26 1.40  0.255
N1 1.69 0.73 1.50  0.579
C7 1.18 1.19 2.75  0.177
C8 1.90 1.54 3.85  -0.475
C9 1.25 1.91 5.05  -1.008
C10 -0.11 1.96 5.14  -0.811
C11 -0.89 1.62 4.00  1.054
C12 -2.31 1.67 3.99  -0.887
C13 -2.99 1.34 2.86  -1.082
C14 -2.27 0.95 1.72  -0.204
N2 -0.96 0.90 1.70  0.610
C15 -0.24 1.23 2.82  -0.025
C16 4.81 -0.87 0.50  -1.362
H1 5.37 -2.38 -2.45  0.435
H2 3.04 -1.66 -2.84  0.488
H3 3.52 0.31 2.29  0.161
H4 2.98 1.55 3.83  0.545
H5 1.86 2.18 5.91  0.422
H6 -0.60 2.25 6.05  0.465
H7 -2.83 1.98 4.89  0.469
H8 -4.07 1.36 2.82  0.502
H9 -2.77 0.66 0.80  0.481
H10 5.31 -0.64 1.43  0.463
C17 -2.75 -4.08 -4.23  -0.772
O2 -2.68 -4.79 -3.00  -0.453
C18 -2.17 -4.15 -1.93  1.028
C19 -2.08 -4.93 -0.76  -1.210
C20 -1.54 -4.36 0.35  -1.093
C21 -1.08 -3.02 0.39  0.687
C22 -0.41 -2.52 1.55  0.882
C23 -0.51 -3.19 2.90  -1.475
O3 0.29 -1.48 1.56  -0.660
C24 -1.24 -2.23 -0.78  -0.267
O4 -1.01 -0.95 -0.90  -0.721
C25 -1.76 -2.83 -1.94  -0.374
H11 -3.17 -4.78 -4.95  0.245
H12 -1.75 -3.78 -4.56  0.329
H13 -3.40 -3.21 -4.15  0.311
H14 -2.41 -5.96 -0.78  0.465
H15 -1.44 -4.98 1.23  0.235
H16 -0.95 -4.17 2.89  0.430
H17 -1.13 -2.54 3.52  0.268
H18 0.48 -3.23 3.35  0.328
H19 -1.83 -2.21 -2.82  0.368
C26 0.36 3.90 0.43  -1.296
C27 -0.76 3.39 -0.47  -0.682
P1 -0.35 1.80 -1.26  0.364
C28 -1.81 1.35 -2.26  -0.581
C29 -2.70 2.52 -2.69  -1.465
C30 0.97 2.18 -2.45  -0.707
C31 0.61 3.14 -3.58  -1.431
H20 0.05 4.81 0.95  0.417
H21 1.26 4.15 -0.14  0.360
H22 0.64 3.17 1.18  0.231
H23 -0.98 4.11 -1.26  0.737
H24 -1.68 3.25 0.11  0.410
H25 -2.38 0.62 -1.70  0.326
H26 -1.42 0.81 -3.13  0.528
H27 -3.14 3.03 -1.83  0.324
H28 -3.52 2.14 -3.30  0.427
H29 -2.17 3.26 -3.29  0.295
H30 1.29 1.21 -2.84  0.405
H31 1.81 2.56 -1.86  0.499
H32 -0.17 2.74 -4.22  0.330
H33 1.49 3.32 -4.20  0.420
H34 0.28 4.11 -3.21  0.339

---

# 2
Entry from the Open Molecules 2025 dataset: a structure of composition C31H34GdN3O6P in a non-equilibrium geometry (the ωB97M-V functional and the def2-TZVPD basis).

Calculated values
Largest force on an atom (Eh/bohr): 0.0588
HOMO level (spin up / spin down) (eV): -10.85 / -10.86
Gap between HOMO and LUMO (spin up / spin down) (eV): 7.744 / 8.840
Net charge: +1
LUMO level (spin up / spin down) (eV): -3.10 / -2.02
Multiplicity: 8
Energy relative to the best compared isomer or geometry (same formula, charge and spin) (kJ/mol): 0.00
Calculated total energy (Ha): -2924.35494

Last column: Mulliken spin population.
Geometry (Å):
Gd1 0.20 0.01 -0.56  7.401
O1 -3.76 0.64 0.73  0.000
C1 -3.16 0.34 -0.41  0.003
O2 -2.14 0.88 -0.79  -0.002
C2 -3.96 -0.68 -1.20  0.001
O3 -3.20 -1.46 -2.08  0.000
C3 -2.50 -2.58 -1.50  0.000
C4 -1.26 -2.03 -0.84  -0.011
O4 -0.18 -1.92 -1.54  -0.048
O5 -1.36 -1.50 0.29  -0.012
H1 -3.23 1.35 1.13  0.000
H2 -4.64 -0.07 -1.80  0.000
H3 -4.56 -1.26 -0.51  0.000
H4 -2.25 -3.23 -2.32  0.000
H5 -3.12 -3.09 -0.76  0.000
N1 3.21 -1.04 1.19  0.001
C5 2.31 -0.77 2.17  -0.003
C6 2.63 -0.96 3.53  -0.002
C7 1.68 -0.68 4.51  0.000
C8 0.43 -0.20 4.12  -0.001
C9 0.20 -0.05 2.76  0.003
N2 1.11 -0.32 1.79  -0.023
H6 4.15 -1.23 1.49  -0.001
H7 3.09 -0.59 0.28  0.006
H8 3.62 -1.33 3.79  0.000
H9 1.91 -0.83 5.56  0.000
H10 -0.34 0.03 4.84  0.000
H11 -0.76 0.30 2.41  -0.002
N3 2.25 0.44 -1.16  -0.213
P1 2.47 0.72 -2.70  -0.057
C10 3.84 -0.16 -3.42  -0.009
C11 4.17 -1.42 -2.93  0.001
C12 5.21 -2.14 -3.52  -0.001
C13 5.91 -1.60 -4.59  -0.001
C14 5.58 -0.34 -5.08  -0.001
C15 4.55 0.38 -4.50  0.000
C16 2.75 2.46 -3.07  0.000
C17 3.72 3.14 -2.32  -0.004
C18 3.93 4.50 -2.51  -0.001
C19 3.17 5.21 -3.45  0.000
C20 2.22 4.54 -4.20  0.000
C21 2.01 3.18 -4.02  -0.002
C22 1.03 0.26 -3.69  -0.006
C23 -0.22 0.78 -3.35  0.022
C24 -1.37 0.43 -4.04  -0.001
C25 -1.27 -0.47 -5.09  0.001
C26 -0.03 -0.99 -5.45  -0.001
C27 1.12 -0.62 -4.76  0.004
H12 3.64 -1.84 -2.09  -0.001
H13 5.47 -3.12 -3.13  0.000
H14 6.72 -2.16 -5.04  0.000
H15 6.13 0.08 -5.91  0.000
H16 4.30 1.37 -4.88  0.000
H17 4.31 2.62 -1.58  -0.002
H18 4.69 5.02 -1.93  0.000
H19 3.33 6.27 -3.59  0.000
H20 1.64 5.09 -4.94  0.000
H21 1.27 2.67 -4.63  0.001
H22 -0.30 1.52 -2.58  -0.015
H23 -2.32 0.84 -3.74  0.000
H24 -2.16 -0.76 -5.63  0.000
H25 0.04 -1.69 -6.27  0.000
H26 2.07 -1.05 -5.05  0.000
C28 1.07 4.33 1.32  0.000
C29 -0.01 4.75 0.29  0.000
C30 -0.24 3.50 -0.55  0.011
O6 0.24 2.41 0.28  -0.034
C31 1.44 2.91 0.91  0.006
H27 0.67 4.34 2.33  0.000
H28 1.95 4.97 1.30  0.000
H29 0.32 5.59 -0.33  0.000
H30 -0.93 5.06 0.79  0.000
H31 0.36 3.51 -1.46  -0.002
H32 -1.27 3.30 -0.80  -0.001
H33 2.24 2.87 0.18  -0.003
H34 1.67 2.25 1.73  -0.002

---

# 3
Entry from the Open Molecules 2025 dataset: a structure of composition C31H34N5OsS2 in a non-equilibrium geometry (the ωB97M-V functional and the def2-TZVPD basis).

Calculated values
Largest force on an atom (Eh/bohr): 0.0288
HOMO level (spin up / spin down) (eV): -9.70 / -9.69
Gap between HOMO and LUMO (spin up / spin down) (eV): 6.531 / 6.509
Net charge: +1
LUMO level (spin up / spin down) (eV): -3.17 / -3.18
Energy relative to the best compared isomer or geometry (same formula, charge and spin) (kJ/mol): 119.33
Calculated total energy (Ha): -2362.28193

Last column: Mulliken charge in e.
Geometry (Å):
Os1 -0.83 -0.33 -0.41  1.640
N1 1.38 -0.08 -0.63  -0.964
C1 2.32 0.25 0.43  0.416
C2 3.52 0.84 0.04  -0.308
C3 4.47 1.22 0.97  -0.710
C4 4.19 1.01 2.32  -0.982
C5 2.99 0.43 2.69  -1.306
C6 2.03 0.00 1.76  0.720
C7 0.78 -0.62 2.28  -0.194
C8 0.84 -1.23 3.54  -0.821
C9 -0.29 -1.62 4.22  -1.097
C10 -1.53 -1.36 3.66  -0.624
C11 -1.61 -0.84 2.37  -0.748
C12 -0.46 -0.54 1.61  1.244
H1 1.51 0.58 -1.38  0.590
H2 1.61 -1.00 -1.02  0.350
H3 3.70 1.01 -1.02  0.450
H4 5.40 1.66 0.66  0.450
H5 4.90 1.31 3.07  0.419
H6 2.78 0.34 3.75  0.545
H7 1.81 -1.41 4.00  0.618
H8 -0.21 -2.08 5.20  0.418
H9 -2.44 -1.60 4.19  0.423
H10 -2.58 -0.69 1.94  0.461
S1 -2.95 -0.41 -0.68  -0.394
N2 -0.64 1.31 -1.75  -0.295
S2 -0.85 2.91 -1.76  -0.180
C13 -1.50 3.54 -0.23  0.561
C14 -1.73 4.91 -0.24  -0.568
C15 -2.20 5.53 0.91  -0.616
C16 -2.45 4.77 2.05  -0.553
C17 -2.22 3.41 2.05  -0.852
C18 -1.75 2.78 0.90  0.535
C19 0.80 3.56 -1.64  0.715
C20 1.33 4.19 -2.75  -0.548
C21 2.63 4.66 -2.71  -0.656
C22 3.39 4.49 -1.56  -0.713
C23 2.85 3.84 -0.45  -0.551
C24 1.55 3.38 -0.48  -0.181
H11 -1.07 0.97 -2.60  0.302
H12 -1.54 5.50 -1.13  0.422
H13 -2.38 6.59 0.91  0.398
H14 -2.81 5.26 2.95  0.401
H15 -2.41 2.82 2.93  0.504
H16 -1.59 1.71 0.92  -0.152
H17 0.73 4.31 -3.65  0.395
H18 3.06 5.16 -3.57  0.421
H19 4.41 4.86 -1.53  0.437
H20 3.45 3.71 0.45  0.615
H21 1.13 2.88 0.39  0.262
C25 -3.24 -4.52 -2.73  -0.647
C26 -2.83 -3.23 -3.40  -0.708
N3 -1.81 -2.56 -2.60  -0.089
C27 -1.13 -3.09 -1.57  0.442
N4 -0.35 -2.29 -0.80  -0.136
C28 0.54 -3.03 0.12  -0.468
C29 -0.20 -4.14 0.82  -0.705
C30 -0.63 -5.12 -0.24  -0.764
N5 -1.22 -4.42 -1.38  0.150
C31 -1.98 -5.24 -2.32  -0.705
H22 -3.85 -5.12 -3.39  0.392
H23 -3.83 -4.30 -1.83  0.288
H24 -3.67 -2.55 -3.52  0.366
H25 -2.42 -3.45 -4.39  0.343
H26 -1.88 -1.56 -2.56  0.014
H27 0.94 -2.33 0.83  -0.111
H28 1.38 -3.45 -0.45  0.481
H29 -1.06 -3.71 1.35  0.310
H30 0.44 -4.64 1.55  0.336
H31 -1.37 -5.82 0.14  0.541
H32 0.24 -5.69 -0.59  0.307
H33 -2.21 -6.18 -1.81  0.379
H34 -1.37 -5.48 -3.20  0.286

---

Number 2 is which compound? C31H34GdN3O6P

---

Among the records above, which one has the highest energy relative to the best compared isomer or geometry (same formula, charge and spin)? C31H34N5OsS2